No. 1
{"formula": "C19H30N6O", "method": "wB97M-V/def2-TZVPD", "symbols": ["C", "O", "C", "C", "N", "N", "N", "N", "C", "C", "C", "C", "C", "C", "N", "C", "C", "N", "C", "C", "C", "C", "C", "C", "C", "C", "H", "H", "H", "H", "H", "H", "H", "H", "H", "H", "H", "H", "H", "H", "H", "H", "H", "H", "H", "H", "H", "H", "H", "H", "H", "H", "H", "H", "H", "H"], "positions_angstrom": [[-0.48630, -4.17177, -0.15984], [-0.35212, -2.97008, -0.89170], [0.87872, -2.80496, -1.53648], [2.05827, -2.53295, -0.57488], [1.66633, -1.74651, 0.55924], [1.48399, -2.34063, 1.74785], [1.17484, -1.44635, 2.58475], [1.14015, -0.25050, 2.01808], [1.44378, -0.41758, 0.74908], [1.48910, 0.66912, -0.27196], [2.43198, 1.79914, 0.17886], [3.91109, 1.55623, -0.13794], [4.50379, 0.43475, 0.71198], [4.69475, 2.84692, 0.09784], [0.16926, 1.22613, -0.55905], [-0.56997, 1.68942, 0.60455], [-1.80140, 2.47733, 0.14386], [-2.66645, 1.64247, -0.66301], [-3.62570, 0.84914, -0.04057], [-4.46606, 1.41931, 0.92357], [-5.47207, 0.68711, 1.51835], [-5.68542, -0.63548, 1.16616], [-4.87371, -1.20845, 0.20460], [-3.85766, -0.48410, -0.39084], [-1.92115, 1.14195, -1.79270], [-0.67054, 0.36174, -1.37068], [0.15869, -4.18446, 0.72374], [-1.52615, -4.21179, 0.15711], [-0.26092, -5.03816, -0.79217], [0.73709, -1.95086, -2.20245], [1.12835, -3.68785, -2.14415], [2.43681, -3.47208, -0.16366], [2.86205, -2.03046, -1.12045], [1.86161, 0.25505, -1.21781], [2.31798, 1.95545, 1.25197], [2.10406, 2.70170, -0.33980], [4.00504, 1.28529, -1.19699], [5.57409, 0.35174, 0.53507], [4.34543, 0.63751, 1.76891], [4.05315, -0.52622, 0.47832], [5.74618, 2.70417, -0.14026], [4.30887, 3.65136, -0.52369], [4.61691, 3.14881, 1.13964], [0.07542, 2.33146, 1.20169], [-0.90720, 0.85419, 1.23933], [-2.33150, 2.85059, 1.01732], [-1.48152, 3.32708, -0.46787], [-4.34234, 2.45633, 1.19676], [-6.10246, 1.15728, 2.25956], [-6.47305, -1.20759, 1.63251], [-5.02311, -2.23942, -0.08406], [-3.23834, -0.97995, -1.12180], [-2.56247, 0.52748, -2.42424], [-1.59960, 2.01347, -2.37445], [-0.11413, 0.08382, -2.27089], [-0.96645, -0.55534, -0.83634]], "lowdin_charge": [-0.09, -0.20, -0.21, -0.10, -0.06, 0.04, -0.02, 0.09, -0.26, -0.24, -0.13, -0.43, -0.06, -0.08, -0.12, -0.16, -0.14, -0.10, -0.23, -0.03, -0.09, -0.11, -0.09, -0.03, -0.15, -0.16, 0.07, 0.09, 0.09, 0.10, 0.13, 0.13, 0.12, 0.15, 0.12, 0.12, 0.13, 0.08, 0.09, 0.06, 0.08, 0.08, 0.08, 0.12, 0.12, 0.11, 0.13, 0.10, 0.10, 0.10, 0.10, 0.09, 0.12, 0.13, 0.12, 0.11], "relative_energy_ev": 0.215, "charge": 0, "smiles": "COCCn1nnnc1[C@H](CC(C)C)N1CCN(c2ccccc2)CC1", "total_energy_ev": -31176.41146, "max_force_ev_per_a": 1.39, "orbital_gap_ha": 0.2968}

No. 2
{"formula": "C19H30N8O3", "method": "wB97M-V/def2-TZVPD", "symbols": ["C", "O", "C", "O", "O", "C", "H", "H", "H", "H", "H", "H", "C", "C", "N", "H", "H", "H", "C", "C", "N", "H", "H", "H", "C", "C", "N", "H", "H", "H", "C", "C", "N", "H", "H", "H", "C", "C", "N", "H", "H", "H", "C", "C", "N", "H", "H", "H", "C", "C", "N", "H", "H", "H", "C", "C", "N", "H", "H", "H"], "positions_angstrom": [[11.21457, 13.36538, 13.93824], [10.53451, 12.45965, 14.76306], [10.11168, 11.36433, 14.12757], [10.14510, 11.20235, 12.97653], [9.67980, 10.49062, 15.01914], [8.78114, 9.40518, 14.53870], [11.25702, 14.27843, 14.47856], [10.77159, 13.40736, 13.01226], [12.21408, 13.01176, 13.83519], [8.08636, 9.72564, 13.78476], [8.34168, 9.10780, 15.49941], [9.40456, 8.63336, 14.21737], [11.03807, 14.73233, 8.92122], [10.31060, 13.92723, 7.97835], [9.71529, 13.25608, 7.23480], [12.10812, 14.90119, 8.64109], [10.91953, 14.41067, 9.98049], [10.56841, 15.73010, 8.86057], [8.51277, 11.84964, 9.63892], [7.71370, 10.86984, 10.41384], [7.03924, 10.18240, 11.04060], [7.99575, 12.73417, 9.50099], [8.73829, 11.50106, 8.65343], [9.49278, 12.08908, 10.03849], [12.30802, 11.34362, 6.26818], [11.68804, 10.16813, 6.80771], [11.08835, 9.31973, 7.29133], [12.99592, 11.75367, 7.03758], [11.54077, 12.04254, 6.03355], [12.92032, 11.08598, 5.42111], [13.11447, 6.74808, 8.11684], [14.04882, 7.83951, 7.91872], [14.92037, 8.55647, 7.79141], [12.37345, 6.71709, 7.28731], [12.51785, 6.90273, 9.02206], [13.62492, 5.80852, 8.19281], [11.81034, 8.66513, 15.51483], [13.19094, 8.31074, 15.66664], [14.19354, 7.99635, 16.07063], [11.38959, 8.34971, 14.59454], [11.70740, 9.74967, 15.46367], [11.20536, 8.30221, 16.36081], [9.40194, 7.66221, 9.86602], [10.62254, 7.50237, 10.61412], [11.64940, 7.14125, 10.96844], [9.69044, 8.09152, 8.87165], [8.64082, 8.21797, 10.39572], [9.02468, 6.64620, 9.75624], [16.16681, 10.49318, 14.88218], [14.82082, 10.93967, 14.56326], [13.82080, 11.45876, 14.23058], [16.65133, 10.27584, 13.93405], [16.18487, 9.57649, 15.42654], [16.67915, 11.35347, 15.31397], [13.43615, 10.00630, 11.09854], [12.58905, 11.00143, 10.53526], [11.92415, 11.85749, 10.15522], [12.80833, 9.19526, 11.43302], [13.96517, 10.48619, 11.89052], [14.15989, 9.57183, 10.31121]], "lowdin_charge": [-0.05, 0.02, -0.68, 0.15, -0.04, 0.03, 0.09, 0.06, 0.04, 0.08, 0.11, 0.05, -0.09, -0.29, 0.15, 0.10, 0.07, 0.09, -0.08, -0.24, 0.12, 0.05, 0.05, 0.03, -0.06, -0.27, 0.16, 0.10, 0.04, 0.08, -0.08, -0.31, 0.13, 0.09, 0.02, 0.08, -0.06, -0.28, 0.15, 0.06, 0.07, 0.11, -0.06, -0.27, 0.14, 0.06, 0.04, 0.09, -0.05, -0.24, 0.17, 0.09, 0.05, 0.09, -0.06, -0.26, 0.18, 0.04, 0.04, 0.10], "charge": 0, "smiles": "COC(=O)OC.CC#N.CC#N.CC#N.CC#N.CC#N.CC#N.CC#N.CC#N", "total_energy_ev": -38249.95046, "max_force_ev_per_a": 4.11, "orbital_gap_ha": 0.4178}

No. 3
{"formula": "C19H31AsAuIO7S", "method": "wB97M-V/def2-TZVPD", "symbols": ["Au", "C", "C", "As", "C", "C", "C", "C", "H", "H", "H", "H", "H", "H", "H", "H", "H", "H", "H", "H", "H", "H", "H", "I", "C", "H", "H", "C", "C", "C", "C", "C", "C", "C", "C", "C", "C", "O", "O", "H", "H", "H", "H", "H", "H", "H", "H", "H", "H", "H", "O", "S", "O", "O", "O", "C", "C", "O", "H", "H", "H"], "positions_angstrom": [[-0.97746, -1.83888, -0.42306], [3.14673, -4.33378, 0.37714], [3.03780, -3.20814, -0.64094], [1.51638, -1.95575, -0.52401], [2.18957, -0.72973, -1.89250], [3.35904, 0.20019, -1.60663], [1.87821, -1.32043, 1.30590], [3.14140, -0.53485, 1.61658], [3.98190, -4.99522, 0.12319], [2.23688, -4.92131, 0.42839], [3.33082, -3.94261, 1.37973], [3.00630, -3.62468, -1.65191], [3.91616, -2.55877, -0.58765], [1.31291, -0.16779, -2.20850], [2.44757, -1.41277, -2.71404], [3.08078, 0.92025, -0.84348], [3.62104, 0.75527, -2.51398], [4.25603, -0.33656, -1.28202], [1.84312, -2.25259, 1.87847], [0.99465, -0.75386, 1.59032], [4.05096, -1.03663, 1.26943], [3.23704, -0.39899, 2.69845], [3.09335, 0.45196, 1.16241], [-4.02288, -0.05173, -1.35138], [-3.03997, -1.87137, -0.69512], [-3.36707, -2.60042, -1.43428], [-3.54245, -2.08948, 0.24558], [-2.56811, 6.78834, -0.23866], [-1.93934, 5.42225, -0.33424], [-2.04813, 4.50887, 0.70647], [-1.45968, 3.24860, 0.63953], [-1.58118, 2.27703, 1.78157], [-0.74910, 2.89252, -0.50600], [-0.63841, 3.78873, -1.56772], [0.11889, 3.39159, -2.80635], [-1.22804, 5.04420, -1.46764], [-0.07796, 1.52330, -0.57413], [0.92867, 1.37642, 0.15439], [-0.62681, 0.68898, -1.32583], [-3.34241, 6.81089, 0.53002], [-3.02707, 7.08226, -1.18537], [-1.83037, 7.55553, 0.01616], [-2.61048, 4.77800, 1.59678], [-2.27772, 2.64678, 2.53579], [-0.60693, 2.10887, 2.24328], [-1.92658, 1.29951, 1.43737], [-0.31231, 2.48655, -3.23656], [1.16027, 3.15980, -2.56713], [0.10215, 4.19188, -3.54921], [-1.13788, 5.73883, -2.29970], [-1.37844, -1.66558, 2.32859], [-1.97453, -2.84167, 2.91014], [-1.67477, -3.06864, 4.30080], [-1.11635, -4.14795, 2.24356], [-3.34690, -3.09463, 2.52294], [-2.21685, -4.89572, 0.22491], [-0.95947, -4.52848, 0.95996], [0.13257, -4.91911, 0.63162], [-2.43979, -5.91594, 0.55104], [-2.02828, -4.87582, -0.84555], [-3.04750, -4.24750, 0.48310]], "lowdin_charge": [0.59, -0.18, -0.42, 1.18, -0.42, -0.17, -0.42, -0.17, 0.06, 0.03, 0.06, 0.05, 0.05, 0.03, 0.05, 0.04, 0.06, 0.05, 0.06, 0.03, 0.05, 0.06, 0.04, 0.50, -0.87, -0.09, -0.09, -0.08, -0.30, -0.02, -0.20, -0.03, -0.06, -0.21, -0.04, -0.03, -0.68, -0.03, -0.15, 0.06, 0.07, 0.07, 0.10, 0.07, 0.08, 0.08, 0.08, 0.08, 0.06, 0.10, -0.36, 0.40, -0.33, -0.14, -0.34, -0.03, -0.63, 0.03, 0.09, 0.08, 0.04], "relative_energy_ev": 0.724, "charge": -2, "total_energy_ev": -118007.99203, "max_force_ev_per_a": 1.32, "orbital_gap_ha": 0.2321}